Record 1
# C7H17INO6P

A cluster of 2 separate species, C7H17INO6P in total in a non-equilibrium geometry (ωB97M-V/def2-TZVPD, the Open Molecules 2025 dataset).

Each atom is followed by the atoms it is bonded to, with distances in Å.
Atoms and positions in Å:
1 O 0.79200 -3.51498 0.79158  C2 1.165
2 C 1.27116 -2.57871 0.29084  O1 1.165, O3 1.366, C4 1.538
3 O 2.41144 -2.05796 0.83255  C2 1.366, H15 0.970
4 C 0.63267 -2.05277 -1.00602  C2 1.538, N5 1.511, H16 1.095, H17 1.104
5 N -0.07115 -0.71728 -0.94158  C4 1.511, C6 1.491, C10 1.495, H18 1.028
6 C 0.31006 0.16341 0.19949  N5 1.491, C7 1.550, H19 1.101, H20 1.101
7 C -0.00863 1.64477 -0.12525  C6 1.550, C8 1.542, H21 1.125, H22 1.106
8 C -1.23435 2.20406 0.62516  C7 1.542, I9 2.165, H23 1.098, H24 1.099
9 I -1.00162 2.13739 2.77682  C8 2.165
10 C -1.54321 -0.88323 -1.14039  N5 1.495, P11 1.835, H25 1.101, H26 1.101
11 P -2.55014 -1.38707 0.30903  C10 1.835, O12 1.457, O13 1.604, O14 1.624
12 O -3.41491 -0.33931 0.83482  P11 1.457
13 O -1.69392 -2.02526 1.50639  P11 1.604, H27 0.972
14 O -3.53071 -2.55660 -0.24571  P11 1.624, H28 0.970
15 H 2.18643 -1.50835 1.59992  O3 0.970
16 H -0.03327 -2.83882 -1.37640  C4 1.095
17 H 1.43121 -1.97894 -1.76507  C4 1.104
18 H 0.24706 -0.20857 -1.77605  N5 1.028
19 H 1.40075 0.15240 0.34628  C6 1.101
20 H -0.13521 -0.11315 1.16809  C6 1.101
21 H 0.88629 2.25141 0.18518  C7 1.125
22 H -0.07313 1.79019 -1.21970  C7 1.106
23 H -2.20022 1.79944 0.29501  C8 1.098
24 H -1.27356 3.27791 0.39464  C8 1.099
25 H -1.74882 -1.58589 -1.96231  C10 1.101
26 H -1.93842 0.08526 -1.48435  C10 1.101
27 H -2.23536 -2.68545 1.96993  O13 0.972
28 H -4.43570 -2.36521 0.04789  O14 0.970
29 C 3.48696 3.16985 -0.24159  O30 1.352, H31 1.115, H32 1.120, H33 1.115
30 O 2.39011 2.76743 -0.92132  C29 1.352
31 H 3.51735 4.24135 0.06352  C29 1.115
32 H 3.69262 2.65459 0.73149  C29 1.120
33 H 4.46621 3.05805 -0.76289  C29 1.115

Its HOMO energy is -5.604 eV. Its multiplicity is 1. As for the molecular weight: 369.1 g/mol. The calculation puts the total energy at -1422.0697 Eh. The calculation puts the gap between HOMO and LUMO at 4.9 eV. The calculation puts the LUMO energy at -0.729 eV. As for the energy relative to the best compared isomer or geometry (same formula, charge and spin): 114.3 kJ/mol.

=====

Record 2
# C3H3NO3

The molecule C3H3NO3 (ωB97M-V/def2-TZVPD, the Open Molecules 2025 dataset).

Each atom is followed by the atoms it is bonded to, with distances in Å.
Atoms and positions in Å:
1 O -1.07614 -0.39976 2.14180  C2 1.194
2 C -0.91282 -0.90229 1.07136  O1 1.194, N3 1.433, H8 1.102
3 N 0.15162 -0.53182 0.18675  C2 1.433, C4 1.379, H9 1.012
4 C 0.06907 0.68478 -0.45803  N3 1.379, O5 1.206, C6 1.537
5 O -0.79806 1.49682 -0.24953  C4 1.206
6 C 1.16126 0.92796 -1.51161  C4 1.537, O7 1.199, H10 1.112
7 O 1.11033 1.88966 -2.22623  C6 1.199
8 H -1.59303 -1.66068 0.65164  C2 1.102
9 H 0.73490 -1.26698 -0.19270  N3 1.012
10 H 1.98280 0.18217 -1.58229  C6 1.112

Its HOMO energy is -10.338 eV. Its multiplicity is 1. As for the molecular weight: 101.1 g/mol. The calculation puts the total energy at -396.5659 Eh. The calculation puts the gap between HOMO and LUMO at 9.8 eV. The calculation puts the LUMO energy at -0.542 eV. As for the SMILES: O=CNC(=O)C=O. As for the energy relative to the best compared isomer or geometry (same formula, charge and spin): 153.7 kJ/mol.

=====

Record 3
# C28H39N2O10

A cluster of 6 separate species, C28H39N2O10 in total in a non-equilibrium geometry (ωB97M-V/def2-TZVPD, the Open Molecules 2025 dataset).

Each atom is followed by the atoms it is bonded to, with distances in Å.
Atoms and positions in Å:
1 C 0.86983 3.13126 1.48480  C2 1.195, H11 1.063
2 C 0.61188 3.67040 0.44967  C1 1.195, C3 1.451
3 C 0.25626 4.34149 -0.78611  C2 1.451, N4 1.490, H12 1.083, H13 1.083
4 N -1.00191 5.09416 -0.51959  C3 1.490, C5 1.315, N10 1.335
5 C -0.92698 6.36431 -0.18787  N4 1.315, C6 1.396, H14 1.078
6 C -2.07956 7.10630 0.07520  C5 1.396, C7 1.362, H15 1.076
7 C -3.25355 6.41897 0.00327  C6 1.362, C8 1.408, H16 1.077
8 C -3.21486 5.05160 -0.33073  C7 1.408, C9 1.501, N10 1.321
9 C -4.49269 4.26507 -0.37736  C8 1.501, H17 1.083, H18 1.087, H19 1.085
10 N -2.11993 4.37246 -0.62329  N4 1.335, C8 1.321
11 H 0.95496 2.88101 2.51413  C1 1.063
12 H 0.05963 3.62185 -1.57168  C3 1.083
13 H 1.05580 5.02255 -1.05153  C3 1.083
14 H 0.04592 6.82128 -0.11190  C5 1.078
15 H -2.02648 8.14754 0.34287  C6 1.076
16 H -4.20498 6.88719 0.19200  C7 1.077
17 H -5.30647 4.80298 0.09305  C9 1.083
18 H -4.32134 3.35960 0.19999  C9 1.087
19 H -4.74462 3.97453 -1.39210  C9 1.085
20 O -1.38131 -2.69494 0.31729  C21 1.195
21 C -1.35671 -1.56860 -0.08189  O20 1.195, O22 1.360, C25 1.513
22 O -1.79746 -0.52115 0.66485  C21 1.360, C23 1.434
23 C -1.74252 0.68370 -0.11050  O22 1.434, C24 1.516, H26 1.093, H27 1.089
24 C -0.72718 0.41579 -1.20347  C23 1.516, C25 1.525, H28 1.090, H29 1.093
25 C -0.89330 -1.08235 -1.43803  C21 1.513, C24 1.525, H30 1.084, H31 1.087
26 H -2.74040 0.87379 -0.51404  C23 1.093
27 H -1.45702 1.51867 0.52770  C23 1.089
28 H -0.88706 1.02042 -2.09659  C24 1.090
29 H 0.27976 0.62397 -0.83148  C24 1.093
30 H -1.67011 -1.29021 -2.16432  C25 1.084
31 H 0.03575 -1.56760 -1.72615  C25 1.087
32 O -3.75421 -1.68016 -2.20963  C33 1.205
33 C -4.24176 -2.78153 -2.18836  O32 1.205, O34 1.344, C37 1.515
34 O -4.77934 -3.34136 -3.28605  C33 1.344, C35 1.445
35 C -5.38469 -4.60972 -2.95156  O34 1.445, C36 1.518, H38 1.091, H39 1.087
36 C -4.69633 -5.04632 -1.67065  C35 1.518, C37 1.527, H40 1.087, H41 1.087
37 C -4.39220 -3.70846 -0.99967  C33 1.515, C36 1.527, H42 1.092, H43 1.085
38 H -6.45645 -4.45366 -2.81766  C35 1.091
39 H -5.23382 -5.30645 -3.77186  C35 1.087
40 H -5.30085 -5.71863 -1.06775  C36 1.087
41 H -3.76573 -5.55727 -1.90595  C36 1.087
42 H -5.22395 -3.35692 -0.38641  C37 1.092
43 H -3.48096 -3.73031 -0.41081  C37 1.085
44 O 3.54792 3.61130 4.41149  C45 1.196
45 C 3.65305 2.45283 4.13554  O44 1.196, O46 1.359, C49 1.514
46 O 3.23974 1.94123 2.94673  C45 1.359, C47 1.446
47 C 3.39666 0.50403 2.94835  O46 1.446, C48 1.523, H50 1.092, H51 1.088
48 C 4.45146 0.22214 4.01040  C47 1.523, C49 1.528, H52 1.087, H53 1.091
49 C 4.20004 1.34743 5.01327  C45 1.514, C48 1.528, H54 1.091, H55 1.086
50 H 2.43211 0.05110 3.18740  C47 1.092
51 H 3.70118 0.18042 1.95557  C47 1.088
52 H 4.37413 -0.77672 4.43313  C48 1.087
53 H 5.44935 0.32984 3.58247  C48 1.091
54 H 3.44062 1.07903 5.74921  C49 1.091
55 H 5.10876 1.67053 5.51263  C49 1.086
56 O 8.06162 2.49940 3.01743  C57 1.194
57 C 7.51362 3.24882 2.26600  O56 1.194, O58 1.355, C61 1.515
58 O 8.18187 4.06095 1.41203  C57 1.355, C59 1.437
59 C 7.25894 4.91534 0.71778  O58 1.437, C60 1.524, H62 1.092, H63 1.087
60 C 5.91652 4.19683 0.79111  C59 1.524, C61 1.526, H64 1.089, H65 1.092
61 C 6.02164 3.47600 2.13208  C57 1.515, C60 1.526, H66 1.090, H67 1.083
62 H 7.23940 5.88422 1.22128  C59 1.092
63 H 7.60714 5.05693 -0.30247  C59 1.087
64 H 5.06315 4.86866 0.71271  C60 1.089
65 H 5.84414 3.46535 -0.01593  C60 1.092
66 H 5.68636 4.10036 2.96054  C61 1.090
67 H 5.49065 2.53186 2.13505  C61 1.083
68 O -4.39089 -8.40772 -2.06339  C69 1.196
69 C -3.22275 -8.59271 -2.23987  O68 1.196, O70 1.351, C73 1.518
70 O -2.60015 -9.74503 -1.90939  C69 1.351, C71 1.439
71 C -1.18462 -9.62937 -2.13996  O70 1.439, C72 1.523, H74 1.092, H75 1.087
72 C -1.03715 -8.50895 -3.16123  C71 1.523, C73 1.527, H76 1.088, H77 1.091
73 C -2.21882 -7.60745 -2.80940  C69 1.518, C72 1.527, H78 1.091, H79 1.087
74 H -0.69904 -9.39376 -1.19079  C71 1.092
75 H -0.80594 -10.58198 -2.50092  C71 1.087
76 H -0.06921 -8.01390 -3.11873  C72 1.088
77 H -1.16681 -8.90736 -4.16818  C72 1.091
78 H -1.96548 -6.88307 -2.03382  C73 1.091
79 H -2.63225 -7.10187 -3.67797  C73 1.087

Its HOMO energy is -11.579 eV. Its multiplicity is 1. As for the molecular weight: 563.6 g/mol. The calculation puts the total energy at -1951.9712 Eh. The calculation puts the gap between HOMO and LUMO at 6.6 eV. The calculation puts the LUMO energy at -4.946 eV. Its total charge is +1.

=====

Record 4
# C2H4N4O

The molecule C2H4N4O in a non-equilibrium geometry (ωB97M-V/def2-TZVPD, the Open Molecules 2025 dataset).

Each atom is followed by the atoms it is bonded to, with distances in Å.
Atoms and positions in Å:
1 N 1.12317 0.83906 -0.17693  N2 1.348, H8 0.906, H9 1.155
2 N -0.07133 0.27624 0.09345  N1 1.348, C3 1.326, C6 1.429
3 C -1.29990 0.67736 -0.20160  N2 1.326, N4 1.363, H10 1.181
4 N -2.20288 -0.34255 -0.16091  C3 1.363, N5 1.479
5 N -1.30437 -1.51033 -0.03434  N4 1.479, C6 1.232
6 C -0.13507 -1.15161 0.11574  N2 1.429, N5 1.232, O7 1.361
7 O 1.04009 -1.76342 -0.19471  C6 1.361, H11 0.987
8 H 1.26645 1.34455 -0.91486  N1 0.906
9 H 1.50270 1.11868 0.87713  N1 1.155
10 H -1.60969 1.62835 0.42718  C3 1.181
11 H 1.69081 -1.11633 0.16985  O7 0.987

Its HOMO energy is -9.488 eV. Its multiplicity is 1. As for the molecular weight: 100.1 g/mol. The calculation puts the total energy at -372.7298 Eh. The calculation puts the gap between HOMO and LUMO at 9.7 eV. The calculation puts the LUMO energy at 0.224 eV. As for the SMILES: Nn1cnnc1O. As for the energy relative to the best compared isomer or geometry (same formula, charge and spin): 447.8 kJ/mol.

=====

Record 5
# C16H14N4O2

The molecule C16H14N4O2 in a non-equilibrium geometry (ωB97M-V/def2-TZVPD, the Open Molecules 2025 dataset).

Each atom is followed by the atoms it is bonded to, with distances in Å.
Atoms and positions in Å:
1 C -7.49465 -1.43969 0.11182  C2 1.496, H23 1.091, H24 1.087, H25 1.087
2 C -6.13696 -0.81578 0.04242  C1 1.496, C3 1.392, C22 1.391
3 C -5.04739 -1.54263 -0.42767  C2 1.392, C4 1.381, H26 1.080
4 C -3.78292 -0.98902 -0.47014  C3 1.381, C5 1.394, H27 1.081
5 C -3.58029 0.32224 -0.04321  C4 1.394, C6 1.482, C21 1.394
6 C -2.26260 0.99885 -0.07662  C5 1.482, O7 1.220, N8 1.370
7 O -2.15447 2.21151 -0.14788  C6 1.220
8 N -1.18055 0.16128 -0.00338  C6 1.370, C9 1.388, H28 1.011
9 C 0.16511 0.50144 -0.03396  N8 1.388, N10 1.336, N11 1.294
10 N 0.47220 1.79634 -0.15452  C9 1.336, H29 1.006, H30 1.014
11 N 0.95353 -0.52058 0.05728  C9 1.294, C12 1.335
12 C 2.28752 -0.46820 0.05117  N11 1.335, N13 1.294, O20 1.395
13 N 3.04517 -1.51260 0.14283  C12 1.294, C14 1.370
14 C 4.33135 -1.04210 0.10023  N13 1.370, C15 1.388, C19 1.410
15 C 5.55275 -1.69909 0.15741  C14 1.388, C16 1.381, H31 1.077
16 C 6.69516 -0.92544 0.08792  C15 1.381, C17 1.393, H32 1.080
17 C 6.63770 0.46095 -0.03480  C16 1.393, C18 1.385, H33 1.080
18 C 5.42941 1.13560 -0.09348  C17 1.385, C19 1.379, H34 1.079
19 C 4.29015 0.36226 -0.02405  C14 1.410, C18 1.379, O20 1.359
20 O 2.98391 0.73543 -0.05614  C12 1.395, C19 1.359
21 C -4.67349 1.06094 0.40680  C5 1.394, C22 1.380, H35 1.079
22 C -5.93122 0.49573 0.45634  C2 1.391, C21 1.380, H36 1.080
23 H -7.60042 -1.98844 1.04829  C1 1.091
24 H -8.27384 -0.68254 0.07508  C1 1.087
25 H -7.64172 -2.14222 -0.70517  C1 1.087
26 H -5.19504 -2.55698 -0.76907  C3 1.080
27 H -2.96847 -1.57490 -0.87132  C4 1.081
28 H -1.32254 -0.83321 0.10800  N8 1.011
29 H 1.43834 2.07538 -0.17842  N10 1.006
30 H -0.28994 2.46425 -0.20156  N10 1.014
31 H 5.59355 -2.77160 0.25252  C15 1.077
32 H 7.66212 -1.40484 0.12967  C16 1.080
33 H 7.55668 1.02531 -0.08556  C17 1.080
34 H 5.37992 2.20905 -0.18852  C18 1.079
35 H -4.51251 2.08187 0.71829  C21 1.079
36 H -6.76668 1.07879 0.81524  C22 1.080

Its HOMO energy is -7.835 eV. Its multiplicity is 1. As for the molecular weight: 294.3 g/mol. The calculation puts the total energy at -987.6822 Eh. The calculation puts the gap between HOMO and LUMO at 7.9 eV. The calculation puts the LUMO energy at 0.077 eV. As for the SMILES: Cc1ccc(C(=O)N/C(N)=N/c2nc3ccccc3o2)cc1. As for the energy relative to the best compared isomer or geometry (same formula, charge and spin): 0.0 kJ/mol.

=====

Record 6
# C10H16O

A cluster of 2 separate species, C10H16O in total in a non-equilibrium geometry (ωB97M-V/def2-TZVPD, the Open Molecules 2025 dataset).

Each atom is followed by the atoms it is bonded to, with distances in Å.
Atoms and positions in Å:
1 C -0.44115 1.09984 2.63068  C2 1.505, H9 1.076, H10 1.093, H11 1.101
2 C 0.32889 0.24623 1.65963  C1 1.505, C3 1.378, C8 1.368
3 C 1.31656 0.82601 0.89400  C2 1.378, C4 1.392, H12 1.091
4 C 1.91312 0.03990 -0.08834  C3 1.392, C5 1.399, H13 1.082
5 C 1.61159 -1.32016 -0.21218  C4 1.399, O6 1.357, C7 1.409
6 O 2.33768 -1.99801 -1.13719  C5 1.357, H14 0.964
7 C 0.67213 -1.91175 0.65463  C5 1.409, C8 1.394, H15 1.112
8 C 0.10309 -1.10298 1.63691  C2 1.368, C7 1.394, H16 1.077
9 H -1.41036 1.39995 2.27153  C1 1.076
10 H 0.11073 2.01290 2.86802  C1 1.093
11 H -0.63550 0.46713 3.51105  C1 1.101
12 H 1.60332 1.87854 0.91054  C3 1.091
13 H 2.68414 0.52329 -0.67297  C4 1.082
14 H 1.93816 -2.43791 -1.89628  O6 0.964
15 H 0.54117 -3.01445 0.59498  C7 1.112
16 H -0.53534 -1.59430 2.35187  C8 1.077
17 C -1.47774 0.98670 -2.75478  C18 1.543, H20 1.099, H21 1.087, H22 1.090
18 C -1.75992 0.85655 -1.24368  C17 1.543, C19 1.523, H23 1.082, H24 1.107
19 C -3.12407 1.49767 -1.02531  C18 1.523, H25 1.074, H26 1.094, H27 1.083
20 H -1.82133 1.94673 -3.16484  C17 1.099
21 H -2.19767 0.34281 -3.25438  C17 1.087
22 H -0.41387 0.87781 -2.96458  C17 1.090
23 H -1.64383 -0.18374 -0.97121  C18 1.082
24 H -0.93406 1.31441 -0.66530  C18 1.107
25 H -3.98204 0.90492 -1.28256  C19 1.074
26 H -3.22184 1.70951 0.04403  C19 1.094
27 H -3.15897 2.46988 -1.50006  C19 1.083

Its HOMO energy is -8.596 eV. Its multiplicity is 1. As for the molecular weight: 152.2 g/mol. The calculation puts the total energy at -465.8449 Eh. The calculation puts the gap between HOMO and LUMO at 9.4 eV. The calculation puts the LUMO energy at 0.804 eV. As for the SMILES: Cc1ccc(O)cc1.CCC. As for the energy relative to the best compared isomer or geometry (same formula, charge and spin): 138.9 kJ/mol.

=====

What is the multiplicity in the sixth record? 1

=====

Among the records above, which one has the lowest HOMO? C28H39N2O10

=====

Which formula does entry 1 have? C7H17INO6P

=====

Which value of multiplicity does entry 3 give? 1